Entry 1:
The following is a quantum chemistry calculation of a molecular structure, C3H6N3P in a non-equilibrium geometry, from the Open Molecules 2025 dataset.

Geometry (Å):
C1 -0.84948 0.04747 -0.13899
C2 -0.57915 1.46095 -0.54385
C3 1.47597 -0.45030 0.04769
N1 -2.05343 -0.37914 0.17475
N2 -0.29920 -1.95794 0.77478
N3 0.11459 -0.81351 0.20874
P1 -1.88933 -1.83911 0.96871
H1 -0.52565 2.07026 0.37128
H2 -1.27244 1.86972 -1.17297
H3 0.45464 1.45707 -0.94166
H4 1.71515 0.06713 0.95833
H5 2.05276 -1.43161 0.25614
H6 1.65557 -0.10099 -0.96295

Forces on atoms 1 to 6 (eV/Å):
C -1.7 0.1 0.9
C 3.3 -1.3 1.8
C 1.7 -3.8 1.3
N -0.4 -0.1 0.3
N 1.2 0.3 0.3
N -0.7 0.1 -1.0

Summary:
Frontier orbital gap ... 10.0 eV
HOMO ... -9.25 eV
Spin multiplicity ... 1
LUMO energy ... 0.791 eV

Now the Löwdin charges, all in e: number 1, C, carries -0.51; number 2, C, carries 0.00; number 3, C, carries -0.05; number 4, N, carries -0.20; number 5, N, carries -0.26; number 6, N, carries -0.29; number 7, P, carries 0.79; number 8, H, carries 0.10; number 9, H, carries 0.05; number 10, H, carries 0.07; number 11, H, carries 0.09; number 12, H, carries 0.12; number 13, H, carries 0.09

Entry 2:
The following is a quantum chemistry calculation of a single C5H10N2O molecule in a non-equilibrium geometry, from the Open Molecules 2025 dataset.

Geometry (Å):
C1 -0.47793 -0.31195 0.85281
C2 -0.79452 0.39813 -0.44342
C3 2.26489 0.96376 0.97422
C4 -1.94241 -0.15566 -1.28139
N1 -0.59453 -1.68530 0.90828
O1 1.19982 0.09072 0.67322
C5 0.53361 0.33579 -1.19054
N2 1.14827 0.30266 -2.19071
H1 -0.75115 0.19746 1.77147
H2 -0.97897 1.45110 -0.21217
H3 0.10908 -2.13979 1.47955
H4 -0.67604 -2.16290 0.01872
H5 2.70962 1.29440 0.03124
H6 1.96976 1.83989 1.55886
H7 2.99665 0.41720 1.58075
H8 -1.63532 -0.97952 -1.93148
H9 -2.30200 0.64618 -1.93064
H10 -2.77884 -0.50217 -0.66877

Forces on atoms 1 to 6 (eV/Å):
C 2.1 1.0 0.3
C 0.7 -0.3 -0.3
C -0.4 0.1 1.0
C -0.3 0.1 -0.3
N 0.2 0.2 -0.3
O -0.8 -1.6 0.1

Summary:
Frontier orbital gap ... 9.7 eV
SMILES ... CO[C@H](N)[C@H](C)C#N
HOMO ... -8.96 eV
Spin multiplicity ... 1
LUMO energy ... 0.722 eV

Now the Löwdin charges, all in e: number 1, C, carries -0.20; number 2, C, carries -0.29; number 3, C, carries -0.13; number 4, C, carries -0.06; number 5, N, carries 0.12; number 6, O, carries -0.28; number 7, C, carries -0.28; number 8, N, carries 0.15; number 9, H, carries 0.14; number 10, H, carries 0.15; number 11, H, carries 0.11; number 12, H, carries 0.10; number 13, H, carries 0.08; number 14, H, carries 0.08; number 15, H, carries 0.08; number 16, H, carries 0.08; number 17, H, carries 0.09; number 18, H, carries 0.08

Entry 3:
The following is a quantum chemistry calculation of 5 unconnected molecules or ions with the total composition C35H36N6O7S2 in a non-equilibrium geometry, from the Open Molecules 2025 dataset.

Geometry (Å):
N1 -4.81592 3.65352 -1.33895
C1 -3.82075 4.65624 -1.71273
C2 -2.80721 4.14541 -2.80268
N2 -2.49023 2.76982 -2.43490
C3 -1.75963 2.60665 -1.46620
S1 -1.20191 2.24348 -0.05085
O1 -3.64763 4.02947 -3.99453
S2 -3.66725 5.43147 -4.76707
O2 -3.92559 5.23586 -6.14548
O3 -4.53467 6.43684 -4.24452
O4 -2.14229 5.82250 -4.41360
C4 -1.66436 5.09743 -3.26377
C5 -1.36364 6.27112 -2.24472
C6 0.14349 6.62090 -2.20008
O5 0.57345 7.49042 -2.92705
C7 1.10379 5.88916 -1.28080
C8 2.45722 5.83275 -1.61689
C9 3.30940 5.12945 -0.79469
C10 2.84111 4.47594 0.33783
C11 1.50682 4.54409 0.69719
C12 0.65359 5.25459 -0.13955
O6 -0.38505 4.57969 -3.50533
C13 -0.32572 3.53417 -4.44151
O7 -0.67858 3.61215 -5.58420
C14 0.25643 2.25159 -3.88457
C15 -0.15652 0.99776 -4.30557
C16 0.41849 -0.09359 -3.69441
C17 1.38855 0.04676 -2.66843
C18 1.80113 1.30918 -2.27825
C19 1.21291 2.40216 -2.89736
H1 -4.40700 3.00363 -0.67414
H2 -5.08662 3.08758 -2.13820
H3 -4.34986 5.57047 -2.00079
H4 -3.26106 4.86646 -0.78839
H5 -1.67508 6.03136 -1.22294
H6 -1.89130 7.16240 -2.59565
H7 2.76761 6.34773 -2.52408
H8 4.36003 5.06710 -1.07556
H9 3.52187 3.90770 0.96963
H10 1.14690 4.02718 1.58407
H11 -0.40003 5.29704 0.13779
H12 -0.91291 0.88889 -5.07957
H13 0.12697 -1.11100 -3.95678
H14 1.83873 -0.80063 -2.15189
H15 2.53111 1.47424 -1.48890
H16 1.52012 3.39560 -2.56673
N3 0.33706 -3.52342 -1.52508
C20 0.11312 -4.77513 -1.01662
C21 -1.15403 -4.79892 -0.50341
C22 -1.72082 -3.51259 -0.71225
C23 -0.77830 -2.74576 -1.34320
H17 1.18564 -3.22057 -1.96415
H18 0.87342 -5.53662 -1.06538
H19 -1.62501 -5.64477 -0.03081
H20 -2.70824 -3.18707 -0.42851
H21 -0.78258 -1.72598 -1.69023
N4 4.18046 -4.07338 -1.00309
C24 3.45786 -3.49757 0.00968
C25 4.10363 -3.75818 1.18767
C26 5.26392 -4.51659 0.87555
C27 5.28493 -4.69225 -0.48165
H22 3.94006 -4.04672 -1.97661
H23 2.55086 -2.95588 -0.19613
H24 3.78161 -3.44011 2.16546
H25 5.99893 -4.88953 1.56935
H26 5.98617 -5.20255 -1.11991
N5 -2.47027 -6.88967 3.96547
C28 -1.31578 -7.02438 4.68500
C29 -0.35947 -6.23956 4.09528
C30 -0.96394 -5.60119 2.97812
C31 -2.26641 -6.02082 2.92661
H27 -3.33534 -7.35581 4.16826
H28 -1.27348 -7.66484 5.54978
H29 0.66085 -6.13331 4.42789
H30 -0.49609 -4.91352 2.29268
H31 -3.06307 -5.77861 2.24336
N6 -0.03024 -3.99414 6.68749
C32 1.24339 -3.80175 7.14594
C33 1.16982 -3.47344 8.47448
C34 -0.20393 -3.47318 8.83259
C35 -0.91729 -3.80070 7.70911
H32 -0.27653 -4.24207 5.74382
H33 2.08991 -3.91356 6.48929
H34 2.00724 -3.25888 9.11786
H35 -0.62041 -3.25823 9.80295
H36 -1.97657 -3.91149 7.54915

Forces on atoms 1 to 6 (eV/Å):
N 0.4 -0.2 -0.2
C 0.3 0.0 1.0
C -2.2 -0.6 -0.3
N 1.9 1.4 -0.1
C -1.3 -0.8 0.5
S 0.3 0.1 -0.6

Summary:
Frontier orbital gap ... 7.5 eV
SMILES ... NC[C@@]1(N=C=S)OS(=O)(=O)O[C@]1(CC(=O)c1ccccc1)OC(=O)c1ccccc1.c1cc[nH]c1.c1cc[nH]c1.c1cc[nH]c1.c1cc[nH]c1
HOMO ... -8.17 eV
Spin multiplicity ... 1
LUMO energy ... -0.672 eV

Now the Löwdin charges, all in e: number 1, N, carries 0.04; number 2, C, carries -0.18; number 3, C, carries -0.35; number 4, N, carries 0.16; number 5, C, carries -0.72; number 6, S, carries 0.84; number 7, O, carries -0.13; number 8, S, carries 0.63; number 9, O, carries -0.20; number 10, O, carries -0.22; number 11, O, carries -0.09; number 12, C, carries -0.36; number 13, C, carries 0.03; number 14, C, carries -0.31; number 15, O, carries 0.12; number 16, C, carries -0.16; number 17, C, carries -0.02; number 18, C, carries -0.08; number 19, C, carries -0.08; number 20, C, carries -0.09; number 21, C, carries -0.06; number 22, O, carries 0.06; number 23, C, carries -0.34; number 24, O, carries 0.20; number 25, C, carries -0.15; number 26, C, carries -0.02; number 27, C, carries -0.07; number 28, C, carries -0.07; number 29, C, carries -0.07; number 30, C, carries -0.03; number 31, H, carries 0.06; number 32, H, carries 0.08; number 33, H, carries 0.12; number 34, H, carries 0.11; number 35, H, carries 0.10; number 36, H, carries 0.15; number 37, H, carries 0.13; number 38, H, carries 0.11; number 39, H, carries 0.11; number 40, H, carries 0.11; number 41, H, carries 0.10; number 42, H, carries 0.13; number 43, H, carries 0.10; number 44, H, carries 0.09; number 45, H, carries 0.11; number 46, H, carries 0.11; number 47, N, carries 0.00; number 48, C, carries -0.14; number 49, C, carries -0.12; number 50, C, carries -0.10; number 51, C, carries -0.14; number 52, H, carries 0.11; number 53, H, carries 0.11; number 54, H, carries 0.08; number 55, H, carries 0.09; number 56, H, carries 0.09; number 57, N, carries 0.00; number 58, C, carries -0.15; number 59, C, carries -0.11; number 60, C, carries -0.11; number 61, C, carries -0.14; number 62, H, carries 0.14; number 63, H, carries 0.09; number 64, H, carries 0.09; number 65, H, carries 0.09; number 66, H, carries 0.11; number 67, N, carries 0.01; number 68, C, carries -0.14; number 69, C, carries -0.13; number 70, C, carries -0.11; number 71, C, carries -0.14; number 72, H, carries 0.14; number 73, H, carries 0.11; number 74, H, carries 0.09; number 75, H, carries 0.08; number 76, H, carries 0.10; number 77, N, carries 0.01; number 78, C, carries -0.15; number 79, C, carries -0.12; number 80, C, carries -0.12; number 81, C, carries -0.14; number 82, H, carries 0.11; number 83, H, carries 0.10; number 84, H, carries 0.09; number 85, H, carries 0.09; number 86, H, carries 0.10

Entry 4:
The following is a quantum chemistry calculation of a single C22H29N3O5S molecule in a non-equilibrium geometry, from the Open Molecules 2025 dataset.

Geometry (Å):
C1 5.22524 -0.62398 -3.10142
O1 4.10450 -1.47399 -3.22729
C2 3.07661 -0.96734 -4.04565
C3 2.31112 0.23032 -3.47139
H1 1.77780 0.72184 -4.28714
H2 3.01279 0.94240 -3.04074
C4 1.28003 -0.15531 -2.41161
N1 1.87239 -0.86008 -1.28449
S1 2.66295 0.06256 -0.14226
O2 3.43697 1.06237 -0.81522
O3 1.73788 0.54928 0.86204
C5 3.74669 -1.12209 0.64928
C6 4.36485 -2.10645 -0.09826
C7 5.22734 -2.98522 0.53772
C8 5.46212 -2.86882 1.89928
C9 4.83486 -1.87657 2.63585
C10 3.96955 -0.99564 2.00736
H3 3.45796 -0.21633 2.54990
H4 5.01743 -1.78852 3.69594
H5 6.13586 -3.55571 2.38948
H6 5.71531 -3.76214 -0.03084
H7 4.16207 -2.17665 -1.15476
C11 1.11559 -1.96930 -0.74474
H8 1.53019 -2.20577 0.23863
H9 1.24387 -2.83905 -1.39872
C12 -0.39821 -1.71291 -0.60508
O4 -1.20409 -2.43026 -1.16522
N2 -0.67789 -0.65061 0.17294
C13 -1.92882 -0.12357 0.52046
C14 -3.13997 -0.67350 0.11222
C15 -4.32956 -0.10273 0.51067
C16 -4.36758 1.04065 1.31809
C17 -3.14116 1.58074 1.72011
C18 -1.94826 1.00653 1.33108
H10 -1.01170 1.44145 1.65044
H11 -3.10149 2.46374 2.33834
N3 -5.59262 1.53717 1.74959
C19 -5.66282 2.58860 2.74295
H12 -4.85377 2.48425 3.46404
C20 -5.65012 3.97556 2.08712
O5 -6.71522 4.09713 1.16796
C21 -6.65137 3.09066 0.18185
C22 -6.68360 1.68705 0.80552
H13 -6.61993 0.94117 0.01669
H14 -7.62617 1.55482 1.34783
H15 -7.51393 3.24869 -0.46760
H16 -5.72615 3.20067 -0.40675
H17 -5.79773 4.76299 2.82816
H18 -4.69271 4.13652 1.56801
H19 -6.61485 2.46676 3.27304
H20 -5.25051 -0.57437 0.20479
H21 -3.14348 -1.55508 -0.50642
H22 0.11431 -0.13661 0.56241
H23 0.53300 -0.81925 -2.85388
H24 0.76972 0.75313 -2.06452
H25 2.39505 -1.80905 -4.19665
H26 3.50231 -0.68047 -5.02043
H27 6.02279 -1.22833 -2.67095
H28 5.54327 -0.25358 -4.08277
H29 5.02111 0.22299 -2.43993

Forces on atoms 1 to 6 (eV/Å):
C 0.0 0.0 0.0
O 0.1 -0.2 0.1
C -0.2 0.2 -0.2
C 0.1 -0.4 0.1
H 0.0 0.1 0.0
H -0.1 0.1 -0.2

Summary:
Frontier orbital gap ... 7.7 eV
SMILES ... COCCCN(CC(=O)Nc1ccc(N2CCOCC2)cc1)S(=O)(=O)c1ccccc1
HOMO ... -7.20 eV
Spin multiplicity ... 1
LUMO energy ... 0.517 eV

Now the Löwdin charges, all in e: number 1, C, carries -0.10; number 2, O, carries -0.22; number 3, C, carries -0.21; number 4, C, carries -0.15; number 5, H, carries 0.12; number 6, H, carries 0.09; number 7, C, carries -0.18; number 8, N, carries -0.23; number 9, S, carries 0.71; number 10, O, carries -0.27; number 11, O, carries -0.30; number 12, C, carries -0.27; number 13, C, carries -0.05; number 14, C, carries -0.06; number 15, C, carries -0.07; number 16, C, carries -0.06; number 17, C, carries -0.05; number 18, H, carries 0.11; number 19, H, carries 0.11; number 20, H, carries 0.11; number 21, H, carries 0.11; number 22, H, carries 0.10; number 23, C, carries -0.10; number 24, H, carries 0.13; number 25, H, carries 0.14; number 26, C, carries -0.46; number 27, O, carries 0.07; number 28, N, carries 0.14; number 29, C, carries -0.22; number 30, C, carries 0.00; number 31, C, carries -0.01; number 32, C, carries -0.23; number 33, C, carries -0.02; number 34, C, carries -0.02; number 35, H, carries 0.11; number 36, H, carries 0.10; number 37, N, carries -0.11; number 38, C, carries -0.14; number 39, H, carries 0.12; number 40, C, carries -0.19; number 41, O, carries -0.13; number 42, C, carries -0.19; number 43, C, carries -0.14; number 44, H, carries 0.11; number 45, H, carries 0.13; number 46, H, carries 0.12; number 47, H, carries 0.13; number 48, H, carries 0.13; number 49, H, carries 0.12; number 50, H, carries 0.13; number 51, H, carries 0.11; number 52, H, carries 0.10; number 53, H, carries 0.09; number 54, H, carries 0.14; number 55, H, carries 0.13; number 56, H, carries 0.13; number 57, H, carries 0.12; number 58, H, carries 0.09; number 59, H, carries 0.09; number 60, H, carries 0.07

Entry 5:
The following is a quantum chemistry calculation of a molecular structure, C4H8O2, from the Open Molecules 2025 dataset.

Geometry (Å):
O1 -1.73993 -0.84704 -1.28371
C1 -1.23401 0.00966 -0.27888
C2 0.17654 -0.44487 0.05862
C3 1.31440 0.34409 -0.61028
O2 1.58696 1.05965 0.60544
C4 0.76249 0.15143 1.34764
H1 -2.66313 -0.61604 -1.43534
H2 -1.85326 -0.03533 0.63022
H3 -1.22887 1.05926 -0.61956
H4 0.22687 -1.53492 -0.02629
H5 2.16995 -0.27500 -0.90885
H6 1.04457 1.01679 -1.43480
H7 1.36350 -0.56214 1.93069
H8 0.07391 0.67446 2.02509

Forces on atoms 1 to 6 (eV/Å):
O -0.3 0.0 -0.2
C 0.2 0.2 0.4
C -0.1 0.0 0.0
C 0.1 -0.1 -0.4
O 0.2 0.1 0.0
C -0.2 -0.1 0.3

Summary:
Frontier orbital gap ... 10.6 eV
HOMO ... -9.69 eV
Spin multiplicity ... 1
LUMO energy ... 0.878 eV

Now the Löwdin charges, all in e: number 1, O, carries -0.06; number 2, C, carries -0.25; number 3, C, carries -0.24; number 4, C, carries -0.15; number 5, O, carries -0.11; number 6, C, carries -0.16; number 7, H, carries 0.09; number 8, H, carries 0.12; number 9, H, carries 0.13; number 10, H, carries 0.14; number 11, H, carries 0.12; number 12, H, carries 0.12; number 13, H, carries 0.12; number 14, H, carries 0.12

Entry 6:
The following is a quantum chemistry calculation of a molecular structure, C2H5IS2 in a non-equilibrium geometry, from the Open Molecules 2025 dataset.

Geometry (Å):
C1 -0.69560 0.61531 -0.40074
C2 -0.51780 -0.85180 -0.00050
S1 1.76933 0.60874 1.59096
S2 1.19661 -1.10394 0.56196
I1 -0.75872 -2.14476 -1.66320
H1 0.19560 0.96760 -0.95789
H2 -0.74301 1.33180 0.38606
H3 -1.46484 0.86176 -0.98327
H4 -1.24430 -1.48193 0.90630
H5 2.26273 1.19722 0.56031

Forces on atoms 1 to 6 (eV/Å):
C 3.0 -0.6 1.3
C -1.5 -1.1 2.8
S -0.9 -1.3 1.1
S 0.5 -0.2 0.2
I 0.0 -0.2 -0.3
H -0.2 -0.6 0.1

Summary:
Frontier orbital gap ... 9.4 eV
HOMO ... -9.20 eV
Spin multiplicity ... 1
LUMO energy ... 0.182 eV

Now the Löwdin charges, all in e: number 1, C, carries -0.29; number 2, C, carries -1.20; number 3, S, carries 0.36; number 4, S, carries 0.32; number 5, I, carries 0.79; number 6, H, carries 0.08; number 7, H, carries 0.05; number 8, H, carries 0.01; number 9, H, carries 0.12; number 10, H, carries -0.23

Q: LUMO energy of number 3 (C35H36N6O7S2)?
A: -0.672 eV

Q: Which value of frontier orbital gap does entry 3 give?
A: 7.5 eV

Q: The lowest frontier orbital gap belongs to which entry?
A: C35H36N6O7S2

Q: Which value of LUMO energy does entry 6 give?
A: 0.182 eV